Computed, not measured: a molecular structure, C18H16OSTi in a non-equilibrium geometry, with ωB97M-V with the def2-TZVPD basis set.

XYZ file:
```
37
C18H16OSTi ωB97M-V with the def2-TZVPD basis set
Ti 2.10 1.05 0.44
C 4.48 0.90 0.98
C 3.96 1.83 1.88
C 3.39 3.03 1.41
C 3.37 3.32 0.03
C 3.84 2.37 -0.88
C 4.37 1.15 -0.40
H 4.91 -0.03 1.33
H 3.99 1.63 2.95
H 2.99 3.75 2.11
H 2.98 4.27 -0.32
H 3.82 2.57 -1.94
H 4.73 0.41 -1.11
O 1.98 -0.32 1.15
S -1.10 -1.64 0.61
C -2.29 -2.64 0.06
C -3.35 -2.30 -0.89
C -4.29 -3.23 -1.18
C -4.21 -4.53 -0.56
C -3.19 -4.90 0.36
C -2.24 -4.00 0.67
C -1.24 0.00 -0.03
C -2.21 0.89 0.39
C -2.07 2.25 0.06
C -0.98 2.69 -0.66
C -0.02 1.77 -1.12
C -0.13 0.42 -0.80
H -3.36 -1.32 -1.34
H -5.09 -3.02 -1.88
H -4.97 -5.27 -0.82
H -3.19 -5.90 0.79
H -1.43 -4.24 1.36
H -3.05 0.57 1.00
H -2.84 2.95 0.38
H -0.90 3.74 -0.92
H 0.72 2.10 -1.85
H 0.54 -0.32 -1.23
```

largest force on an atom = 0.023 hartree/bohr
HOMO = -0.8504 hartree
E_LUMO = -17.027 eV
total charge = +4
gap between HOMO and LUMO = 6.1 eV